Version a
Molecular formula: C21H26N2O5S
Method: DFT, ωB97M-V/def2-TZVPD

Last columns: bonded neighbours and bond lengths (Å).
Cartesian coordinates (Å):
1 C 2.628 2.202 1.537  C2 1.530, H30 1.087, H31 1.088, H32 1.087
2 C 1.535 1.136 1.444  C1 1.530, N3 1.451, H33 1.087, H34 1.093
3 N 1.171 0.568 2.728  C2 1.451, C4 1.357, C23 1.460
4 C 1.558 -0.656 3.165  N3 1.357, O5 1.215, C6 1.530
5 O 1.355 -1.019 4.307  C4 1.215
6 C 2.260 -1.591 2.177  C4 1.530, O7 1.421, H35 1.096, H36 1.096
7 O 1.523 -1.757 0.974  C6 1.421, C8 1.357
8 C 1.065 -3.001 0.684  O7 1.357, O9 1.205, C10 1.473
9 O 1.307 -3.965 1.367  C8 1.205
10 C 0.267 -3.018 -0.554  C8 1.473, C11 1.407, C18 1.388
11 C -0.210 -4.267 -0.995  C10 1.407, C12 1.374, H37 1.079
12 C -0.962 -4.385 -2.139  C11 1.374, C13 1.390, H38 1.080
13 C -1.238 -3.224 -2.853  C12 1.390, N14 1.362, C17 1.422
14 N -1.943 -3.037 -4.004  C13 1.362, C15 1.375, H39 1.006
15 C -1.938 -1.699 -4.321  N14 1.375, C16 1.364, C22 1.487
16 C -1.230 -1.004 -3.385  C15 1.364, C17 1.428, C19 1.493
17 C -0.767 -1.953 -2.423  C13 1.422, C16 1.428, C18 1.389
18 C -0.010 -1.857 -1.263  C10 1.388, C17 1.389, H40 1.078
19 C -1.034 0.474 -3.439  C16 1.493, C20 1.530, H41 1.092, H42 1.095
20 C -1.369 0.977 -4.846  C19 1.530, C21 1.529, H43 1.091, H44 1.092
21 C -2.701 0.403 -5.327  C20 1.529, C22 1.532, H45 1.091, H46 1.092
22 C -2.601 -1.114 -5.517  C15 1.487, C21 1.532, H47 1.093, H48 1.096
23 C 0.492 1.385 3.731  N3 1.460, C24 1.537, C29 1.534, H49 1.098
24 C -0.469 2.429 3.142  C23 1.537, C25 1.511, H50 1.090, H51 1.091
25 C -0.855 3.354 4.274  C24 1.511, S26 1.821, H52 1.084, H53 1.085
26 S 0.815 3.767 4.872  C25 1.821, O27 1.439, O28 1.434, C29 1.820
27 O 1.442 4.626 3.902  S26 1.439
28 O 0.824 4.195 6.241  S26 1.434
29 C 1.478 2.083 4.677  C23 1.534, S26 1.820, H54 1.084, H55 1.084
30 H 2.308 3.075 2.101  C1 1.087
31 H 3.519 1.790 2.005  C1 1.088
32 H 2.891 2.526 0.533  C1 1.087
33 H 1.879 0.328 0.803  C2 1.087
34 H 0.640 1.556 0.977  C2 1.093
35 H 2.368 -2.563 2.671  C6 1.096
36 H 3.252 -1.199 1.926  C6 1.096
37 H 0.034 -5.134 -0.402  C11 1.079
38 H -1.326 -5.345 -2.474  C12 1.080
39 H -2.395 -3.760 -4.538  N14 1.006
40 H 0.354 -0.903 -0.919  C18 1.078
41 H -0.004 0.731 -3.179  C19 1.092
42 H -1.688 0.959 -2.707  C19 1.095
43 H -1.413 2.067 -4.848  C20 1.091
44 H -0.579 0.670 -5.535  C20 1.092
45 H -2.995 0.872 -6.267  C21 1.091
46 H -3.472 0.622 -4.585  C21 1.092
47 H -3.594 -1.548 -5.661  C22 1.093
48 H -2.011 -1.337 -6.413  C22 1.096
49 H -0.098 0.675 4.324  C23 1.098
50 H 0.032 3.040 2.392  C24 1.090
51 H -1.329 1.935 2.689  C24 1.091
52 H -1.371 4.251 3.950  C25 1.084
53 H -1.390 2.864 5.080  C25 1.085
54 H 1.518 1.617 5.655  C29 1.084
55 H 2.478 2.157 4.265  C29 1.084

Its SMILES is CCN(C(=O)COC(=O)c1ccc2[nH]c3c(c2c1)CCCC3)[C@@H]1CCS(=O)(=O)C1. For the orbital gap, the calculation gives 8.549 eV. The value obtained for the molecular weight is 418.5 g/mol.


Version b
Molecular formula: C21H26N2O5S
Method: DFT, ωB97M-V/def2-TZVPD

Last columns: bonded neighbours and bond lengths (Å).
Cartesian coordinates (Å):
1 C -4.836 -1.226 1.271  C2 1.516, H30 1.086, H31 1.087, H32 1.088
2 C -5.085 0.177 0.751  C1 1.516, O3 1.431, H33 1.096, H34 1.095
3 O -3.869 0.683 0.192  C2 1.431, C4 1.328
4 C -3.739 2.004 0.153  O3 1.328, O5 1.205, C6 1.520
5 O -4.607 2.774 0.480  C4 1.205
6 C -2.377 2.463 -0.342  C4 1.520, C7 1.536, C29 1.535, H35 1.095
7 C -2.222 2.258 -1.856  C6 1.536, C8 1.524, H36 1.093, H37 1.091
8 C -1.976 0.793 -2.197  C7 1.524, C9 1.529, H38 1.090, H39 1.091
9 C -0.754 0.281 -1.434  C8 1.529, N10 1.443, H40 1.098, H41 1.090
10 N -0.975 0.429 -0.015  C9 1.443, C11 1.355, C29 1.444
11 C -1.049 -0.591 0.874  N10 1.355, O12 1.218, C13 1.501
12 O -1.401 -0.429 2.029  C11 1.218
13 C -0.598 -1.933 0.375  C11 1.501, C14 1.386, C18 1.405
14 C -1.508 -2.975 0.299  C13 1.386, C15 1.384, H42 1.078
15 C -1.108 -4.237 -0.105  C14 1.384, C16 1.384, H43 1.079
16 C 0.220 -4.463 -0.420  C15 1.384, C17 1.383, H44 1.080
17 C 1.149 -3.444 -0.324  C16 1.383, C18 1.392, H45 1.077
18 C 0.754 -2.171 0.078  C13 1.405, C17 1.392, N19 1.395
19 N 1.650 -1.109 0.204  C18 1.395, C20 1.365, H46 1.013
20 C 2.985 -1.071 -0.080  N19 1.365, O21 1.216, C22 1.482
21 O 3.630 -2.024 -0.473  C20 1.216
22 C 3.598 0.262 0.126  C20 1.482, C23 1.350, S28 1.787
23 C 4.931 0.417 0.267  C22 1.350, C24 1.497, O25 1.357
24 C 5.897 -0.726 0.323  C23 1.497, H47 1.088, H48 1.086, H49 1.087
25 O 5.598 1.588 0.420  C23 1.357, C26 1.408
26 C 4.915 2.807 0.244  O25 1.408, C27 1.519, H50 1.094, H51 1.098
27 C 3.588 2.832 0.982  C26 1.519, S28 1.813, H52 1.087, H53 1.090
28 S 2.478 1.654 0.166  C22 1.787, C27 1.813
29 C -1.225 1.786 0.412  C6 1.535, N10 1.444, H54 1.098, H55 1.092
30 H -5.706 -1.573 1.820  C1 1.086
31 H -4.647 -1.906 0.444  C1 1.087
32 H -3.973 -1.218 1.933  C1 1.088
33 H -5.857 0.187 -0.027  C2 1.096
34 H -5.401 0.849 1.556  C2 1.095
35 H -2.344 3.536 -0.128  C6 1.095
36 H -1.370 2.851 -2.196  C7 1.093
37 H -3.113 2.626 -2.369  C7 1.091
38 H -2.843 0.194 -1.915  C8 1.090
39 H -1.810 0.680 -3.269  C8 1.091
40 H 0.132 0.864 -1.717  C9 1.098
41 H -0.576 -0.768 -1.670  C9 1.090
42 H -2.538 -2.786 0.557  C14 1.078
43 H -1.830 -5.037 -0.168  C15 1.079
44 H 0.543 -5.444 -0.734  C16 1.080
45 H 2.185 -3.623 -0.555  C17 1.077
46 H 1.246 -0.261 0.582  N19 1.013
47 H 6.034 -1.143 -0.672  C24 1.088
48 H 5.529 -1.524 0.960  C24 1.086
49 H 6.848 -0.351 0.693  C24 1.087
50 H 5.593 3.573 0.634  C26 1.094
51 H 4.746 2.992 -0.825  C26 1.098
52 H 3.117 3.811 0.924  C27 1.087
53 H 3.713 2.534 2.023  C27 1.090
54 H -0.312 2.371 0.238  C29 1.098
55 H -1.432 1.758 1.484  C29 1.092

Its SMILES is CCOC(=O)[C@@H]1CCCN(C(=O)c2ccccc2NC(=O)C2=C(C)OCCS2)C1. For the orbital gap, the calculation gives 8.620 eV. The value obtained for the molecular weight is 418.5 g/mol.


How far above the most stable structure does each one sit? In hartree: version a 0.0051; version b 0.0000.